Record 1
{
  "formula": "C19H22O7",
  "method": "ωB97M-V/def2-TZVPD",
  "charge": 0,
  "e_homo_ev": -7.83,
  "smiles": "Oc1ccc(O)cc1.Oc1ccc(O)cc1.Oc1ccc(O)cc1.CO",
  "fmax_ev_per_a": 11.54,
  "species": ["C", "O", "H", "H", "H", "H", "C", "C", "C", "C", "C", "C", "O", "O", "H", "H", "H", "H", "H", "H", "C", "C", "C", "C", "C", "C", "O", "O", "H", "H", "H", "H", "H", "H", "C", "C", "C", "C", "C", "C", "O", "O", "H", "H", "H", "H", "H", "H"],
  "positions_angstrom": [[-2.41263, 1.44002, 1.12702], [-1.55263, 0.47602, 0.73302], [-2.50063, 2.11402, 0.32702], [-1.77663, 1.90702, 1.86502], [-3.23963, 1.25702, 1.71102], [-0.98563, 0.31402, 1.65102], [3.14337, -2.05398, 3.06902], [1.75338, -2.02098, 2.91302], [1.12737, -0.86798, 3.25802], [1.68437, 0.17502, 3.87102], [3.11537, 0.14102, 4.14502], [3.84038, -1.00998, 3.62402], [5.17737, -0.97398, 3.69002], [-0.26563, -0.94498, 3.19202], [3.87637, -2.87598, 2.82702], [1.22237, -2.79798, 2.45002], [1.30137, 1.00602, 4.16502], [3.49438, 1.07902, 4.24102], [5.61638, -1.86498, 3.43802], [-0.72163, -1.26898, 4.12802], [-3.74963, 1.52602, -2.81798], [-4.75363, 2.18502, -3.48798], [-5.94762, 1.54802, -3.76098], [-6.20062, 0.23502, -3.51298], [-5.27163, -0.42498, -2.73798], [-4.03163, 0.14702, -2.49598], [-3.09763, -0.50598, -1.68098], [-6.97963, 2.14902, -4.51698], [-2.77163, 1.91702, -2.79398], [-4.51563, 3.20302, -4.07098], [-6.98963, -0.14998, -3.71398], [-5.60263, -1.40898, -2.27198], [-2.68663, -0.01698, -0.86198], [-7.60363, 1.53202, -4.47898], [2.45637, -0.14098, -0.05098], [3.79637, 0.51302, 0.02002], [4.79037, 0.15402, -0.97098], [4.31337, -0.57798, -2.08098], [3.16137, -1.24598, -2.13398], [2.16237, -0.90898, -1.17298], [0.94337, -1.49698, -1.22698], [6.04237, 0.63902, -0.77498], [1.68137, 0.23702, 0.51302], [4.13337, 1.20702, 0.97302], [4.99738, -0.78598, -2.91098], [3.01538, -1.94598, -3.01198], [0.36837, -1.47998, -0.41298], [6.44238, 0.66802, 0.02002]],
  "mulliken_charge": [-1.05, -0.53, 0.42, 0.46, 0.32, 0.24, -0.34, -0.63, 0.73, -0.85, -0.64, 0.63, -0.57, -0.64, 0.11, 0.53, 0.67, 0.45, 0.33, 0.31, -0.35, -0.46, 0.66, -0.67, -0.56, 0.23, -0.51, -0.51, 0.53, 0.21, 0.62, 0.27, 0.33, 0.25, -0.39, -0.47, 0.32, -0.44, -0.53, 0.52, -0.57, -0.56, 0.70, 0.16, 0.32, 0.30, 0.32, 0.32]
}

Record 2
{
  "formula": "C6H30NO8S",
  "method": "ωB97M-V/def2-TZVPD",
  "charge": -1,
  "e_homo_ev": -3.68,
  "fmax_ev_per_a": 1.69,
  "species": ["C", "C", "S", "C", "N", "C", "C", "C", "H", "H", "H", "H", "H", "H", "H", "H", "H", "H", "H", "H", "H", "H", "H", "H", "O", "H", "H", "O", "H", "H", "O", "H", "H", "O", "H", "H", "O", "H", "H", "O", "H", "H", "O", "H", "H", "O"],
  "positions_angstrom": [[-2.11560, 0.00403, 1.93733], [-2.40829, -0.97482, 0.77991], [-1.86069, -0.32503, -0.88531], [-0.98102, 1.02481, 1.73796], [0.35498, 0.54654, 1.33537], [2.37956, -0.64102, 1.67801], [1.22926, 0.05575, 2.42623], [0.70126, -0.95947, 3.42436], [-1.90480, -0.59398, 2.82120], [-3.05084, 0.49324, 2.22189], [-1.74741, -1.83695, 0.79572], [-3.44898, -1.28743, 0.83103], [-0.76456, 1.53137, 2.68015], [-1.38099, 1.56403, 0.88096], [0.34601, -0.14051, 0.59610], [1.95460, -1.43037, 1.05168], [2.86681, 0.09093, 1.03428], [3.16400, -1.12773, 2.24841], [1.60136, 0.93768, 2.94189], [0.30447, -0.57319, 4.37034], [-0.11857, -1.58186, 3.08880], [1.45234, -1.70357, 3.70153], [-1.51060, -3.40068, 1.86583], [-0.62318, -4.42507, 1.29566], [-1.11131, -4.25018, 2.12192], [2.51134, -1.96153, -2.07339], [1.04824, -2.25962, -2.50019], [1.77425, -2.55982, -1.94971], [-2.04564, 3.09164, -0.17059], [-3.05824, 3.25724, -1.32257], [-2.12617, 3.22798, -1.11993], [-1.46262, 3.13139, -2.99817], [-1.26364, 1.59107, -3.47118], [-1.02498, 2.52379, -3.60006], [0.10530, 3.29506, -1.63566], [0.73049, 4.01221, -2.75677], [0.83066, 3.91645, -1.80575], [2.44804, 1.96720, -0.11203], [2.44674, 2.77741, -1.48953], [2.99769, 2.32770, -0.82518], [1.80860, 0.37791, -2.24420], [3.05615, 0.45208, -1.58802], [2.67193, -0.04574, -2.34039], [0.51624, -2.62237, -0.13313], [-0.66843, -3.30659, -0.78009], [0.09315, -3.49485, -0.21101]],
  "mulliken_charge": [-0.66, 0.38, -0.54, -0.28, 0.03, -1.45, 0.50, -1.29, 0.40, 0.37, -1.01, 0.38, 0.57, -0.50, 0.15, 0.39, 0.20, 0.47, 0.27, 0.32, 0.19, 0.35, 0.33, 0.45, -0.72, 0.37, 0.28, -0.62, 0.20, 0.27, -0.54, 0.35, 0.30, -0.67, 0.33, 0.33, -0.67, 0.35, 0.36, -0.75, 0.30, 0.38, -0.69, 0.23, 0.30, -0.69]
}

Record 3
{
  "formula": "C24H57N19O28",
  "method": "ωB97M-V/def2-TZVPD",
  "charge": 0,
  "e_homo_ev": -10.54,
  "fmax_ev_per_a": 5.58,
  "species": ["C", "N", "O", "O", "H", "H", "H", "C", "N", "O", "O", "H", "H", "H", "C", "N", "O", "O", "H", "H", "H", "C", "N", "O", "O", "H", "H", "H", "C", "N", "O", "O", "H", "H", "H", "C", "N", "O", "O", "H", "H", "H", "C", "N", "O", "O", "H", "H", "H", "C", "N", "O", "O", "H", "H", "H", "C", "N", "O", "O", "H", "H", "H", "C", "N", "O", "O", "H", "H", "H", "C", "N", "O", "O", "H", "H", "H", "C", "N", "O", "O", "H", "H", "H", "C", "N", "O", "O", "H", "H", "H", "C", "N", "O", "O", "H", "H", "H", "C", "C", "N", "H", "H", "H", "C", "C", "N", "H", "H", "H", "C", "C", "N", "H", "H", "H", "C", "C", "N", "H", "H", "H", "C", "C", "N", "H", "H", "H"],
  "positions_angstrom": [[0.13712, 4.79576, 3.16744], [0.91732, 4.95608, 1.87619], [2.02596, 5.42050, 1.86125], [0.30530, 4.56076, 0.91787], [-0.92411, 5.00014, 3.01913], [0.64536, 5.32429, 3.93772], [0.22668, 3.69349, 3.21775], [-0.18935, 1.52075, 0.48111], [-0.62699, 1.78055, -0.82949], [-1.76040, 1.94788, -1.13374], [0.26863, 1.85334, -1.68400], [-1.01693, 1.65414, 1.13819], [0.73089, 1.99767, 0.77311], [0.08006, 0.43984, 0.50171], [-0.66475, -3.82248, 2.50873], [0.08579, -3.03251, 1.44367], [0.31339, -1.87031, 1.69010], [0.41689, -3.63128, 0.47524], [0.15455, -4.47703, 2.96574], [-1.36442, -4.45546, 2.01309], [-1.03293, -3.12075, 3.20515], [3.16366, 2.55859, -6.22402], [2.91624, 2.79949, -4.80997], [2.90022, 3.99139, -4.41180], [2.69563, 1.85013, -4.13415], [4.06732, 2.06017, -6.17841], [3.39652, 3.50236, -6.65823], [2.41048, 1.91206, -6.67949], [-2.77642, -4.20750, -1.87845], [-3.41470, -4.83923, -0.68934], [-4.55289, -5.21303, -0.75340], [-2.72347, -4.93860, 0.28593], [-3.61174, -3.98712, -2.56891], [-2.10530, -4.92549, -2.36431], [-2.19802, -3.33479, -1.61458], [0.72449, -1.09516, -3.38741], [0.68406, -1.08902, -1.89888], [1.75218, -1.14629, -1.31906], [-0.36698, -0.95469, -1.29384], [0.49915, -0.12974, -3.84766], [0.11067, -1.85344, -3.81756], [1.74215, -1.27330, -3.77010], [-6.12212, -3.90788, 3.21291], [-5.67180, -2.59866, 3.57479], [-5.43113, -2.30668, 4.73033], [-5.60319, -1.69096, 2.73696], [-6.95760, -3.89204, 2.54746], [-6.42887, -4.38286, 4.14940], [-5.28747, -4.43654, 2.70164], [4.80999, -0.37154, -3.02429], [4.58408, -0.44838, -4.47024], [5.07129, 0.44205, -5.14589], [3.84220, -1.34507, -4.84320], [5.78087, -0.84844, -2.69399], [3.91787, -0.80381, -2.63648], [4.70257, 0.70199, -2.75811], [2.38853, -2.80919, 5.72314], [2.79195, -1.40524, 5.95205], [3.27001, -0.79177, 5.00617], [2.59413, -0.94755, 7.04539], [3.08610, -3.37433, 5.13040], [1.46427, -2.77501, 5.12627], [2.28419, -3.29261, 6.67281], [-4.15832, 0.30711, 0.02723], [-3.56043, -1.00072, 0.35954], [-3.06926, -1.17093, 1.47840], [-3.54972, -1.85819, -0.49705], [-3.33809, 1.02761, -0.21239], [-4.66423, 0.60094, 0.92008], [-4.77881, 0.20647, -0.87476], [0.14504, 0.19608, 4.06904], [-0.73719, -0.35770, 5.18624], [-0.62590, -1.56249, 5.41024], [-1.48352, 0.41989, 5.79069], [-0.52706, 0.20029, 3.21129], [0.98929, -0.47313, 3.83937], [0.48413, 1.17082, 4.31991], [-3.58513, -0.26430, -5.92897], [-3.52394, -0.89597, -4.59484], [-3.00909, -0.23726, -3.73059], [-3.85580, -2.08781, -4.53141], [-4.21735, -0.84821, -6.67078], [-2.61072, -0.17411, -6.36267], [-3.96570, 0.71867, -5.69528], [-3.72198, 0.91137, 3.89493], [-2.93168, 2.21704, 4.05676], [-2.02831, 2.46084, 3.27540], [-3.20784, 2.94186, 4.96794], [-3.21324, 0.32705, 3.07353], [-4.74536, 1.14688, 3.62402], [-3.69734, 0.47571, 4.85347], [4.70847, -1.23231, 0.69686], [3.97221, -2.49911, 0.68928], [3.29074, -2.72952, 1.69940], [4.19314, -3.33498, -0.18684], [4.42070, -0.68654, 1.61204], [4.50409, -0.77046, -0.30865], [5.75280, -1.48635, 0.78190], [1.89906, -5.47877, -1.32158], [0.98880, -4.72008, -2.11843], [0.24183, -4.17007, -2.78103], [2.47180, -6.19034, -1.90126], [1.31590, -5.95231, -0.58489], [2.62790, -4.85560, -0.74576], [-2.92712, 5.27962, -0.66374], [-3.53205, 4.32202, -1.53920], [-4.04109, 3.59704, -2.26868], [-2.81524, 6.25992, -1.11201], [-1.92546, 4.93713, -0.44413], [-3.35637, 5.24857, 0.33786], [-0.73484, 3.15522, -4.89760], [-0.28240, 2.12738, -5.83196], [0.13729, 1.36278, -6.61540], [-1.09243, 2.71573, -4.00215], [-1.51451, 3.63815, -5.39588], [0.06636, 3.83437, -4.74307], [4.62836, 1.88533, 3.87319], [3.35682, 2.13319, 3.27170], [2.38365, 2.39544, 2.75931], [4.49316, 1.33984, 4.82520], [5.13542, 2.88557, 4.08581], [5.43095, 1.48684, 3.21607], [3.16680, 4.11465, -1.13546], [3.68096, 2.78448, -0.64229], [4.30134, 1.92701, -0.27600], [3.28540, 4.21040, -2.26661], [3.72186, 4.96794, -0.74942], [2.10613, 4.16235, -0.84568]],
  "mulliken_charge": [-0.44, 0.85, -0.57, -0.42, 0.21, 0.34, 0.04, -0.45, 1.57, -0.87, -0.56, 0.33, -0.09, -0.11, -0.81, 0.76, -0.13, -0.42, 0.28, 0.25, 0.13, -0.97, 0.86, -0.65, -0.24, 0.38, 0.33, 0.32, -0.36, 1.00, -0.64, -0.58, 0.30, 0.31, -0.07, -0.94, 0.97, -0.34, -0.36, 0.18, 0.38, 0.06, -0.75, 0.88, -0.53, -0.46, 0.29, 0.31, 0.26, -0.40, 1.06, -0.64, -0.60, 0.31, -0.05, 0.28, -0.55, 0.93, -0.48, -0.55, 0.26, 0.10, 0.33, -0.56, 1.07, -0.57, -0.53, -0.03, 0.32, 0.33, -0.18, 1.18, -0.63, -0.63, -0.27, -0.01, 0.39, -0.76, 0.82, -0.35, -0.52, 0.26, 0.26, 0.30, -0.56, 0.90, -0.39, -0.62, -0.07, 0.38, 0.42, -0.55, 1.12, -0.53, -0.65, 0.13, -0.02, 0.41, -0.58, 0.62, -0.52, 0.40, 0.21, -0.01, -0.42, 0.44, -0.50, 0.35, -0.11, 0.27, -0.45, 0.49, -0.69, -0.13, 0.45, 0.34, -1.21, 0.37, 0.04, 0.26, 0.39, 0.26, -0.22, 0.45, -0.43, -0.03, 0.40, -0.15]
}

Record 4
{
  "formula": "C11H18N3PSe2Te2Tl",
  "method": "ωB97M-V/def2-TZVPD",
  "charge": -1,
  "e_homo_ev": -3.61,
  "fmax_ev_per_a": 1.37,
  "species": ["Tl", "C", "C", "C", "C", "C", "H", "H", "H", "H", "H", "Se", "Te", "Te", "Se", "C", "N", "C", "N", "C", "N", "C", "P", "C", "C", "H", "H", "H", "H", "H", "H", "H", "H", "H", "H", "H", "H", "H"],
  "positions_angstrom": [[-2.92537, 0.09733, 1.57104], [-0.95995, -1.10706, 2.93684], [-1.44619, -2.14306, 2.10572], [-2.71706, -2.51769, 2.58159], [-3.03276, -1.70670, 3.68217], [-1.94485, -0.83704, 3.90842], [0.04009, -0.69821, 2.92468], [-0.88529, -2.66020, 1.34396], [-3.32079, -3.32076, 2.19363], [-3.90255, -1.80950, 4.31291], [-1.82809, -0.19537, 4.76773], [-2.66927, 3.06186, -0.99535], [-1.81621, 4.48452, 0.84455], [-1.25180, 2.72390, 2.79743], [1.23321, 2.37890, 2.47778], [1.40307, 1.74677, -1.48756], [1.06175, 0.78938, -0.44044], [2.06913, -0.26092, -0.40063], [2.26061, -0.92816, -1.67590], [2.55752, 0.07524, -2.68691], [1.55604, 1.12086, -2.78716], [0.29591, 0.61586, -3.29528], [-0.48843, -0.72673, -2.23829], [-0.26683, 0.24618, -0.64960], [1.10062, -1.71796, -2.03721], [2.35776, 2.22008, -1.22533], [0.62240, 2.51087, -1.53497], [1.15742, 1.63623, 1.24390], [1.78104, -1.00594, 0.34867], [3.02082, 0.19836, -0.10591], [2.65689, -0.42064, -3.65789], [3.51407, 0.53886, -2.42060], [0.45738, 0.21769, -4.30366], [-0.42588, 1.43701, -3.35293], [-0.51756, -0.40283, 0.20090], [-0.98535, 1.07269, -0.69533], [1.30036, -2.23294, -2.98431], [0.93814, -2.48087, -1.26665]],
  "mulliken_charge": [0.67, -0.28, -0.49, -0.81, -0.47, -0.82, 0.41, 0.47, 0.44, 0.42, 0.46, -0.65, -0.11, -0.06, -0.37, -0.88, 0.06, -0.92, 0.07, -0.91, 0.07, -0.68, -0.16, 1.26, -0.75, 0.26, 0.39, 0.38, 0.34, 0.30, 0.37, 0.31, 0.38, 0.39, -0.70, -0.22, 0.39, 0.43]
}